1.
# C5H11NO

One molecule with the formula C5H11NO (wB97M-V/def2-TZVPD, the OMol25 dataset).

Computed properties:
Relative energy (zero: lowest compared OMol25 entry of this formula, charge and spin), kJ/mol: 310.0
Multiplicity: 1
Structure (SMILES): CCN(C)C(C)=O
Frontier orbital gap, eV: 10.0
Lowest unoccupied orbital energy, eV: 0.844

Positions of all 18 atoms, in Å:
C1 0.5499 0.4641 1.8115
C2 -0.4929 0.8447 0.7088
N1 -0.5930 -0.1606 -0.3002
C3 -1.7567 -1.0420 -0.2839
C4 0.3338 -0.5047 -1.2210
C5 1.5464 0.3596 -1.3291
O1 0.2782 -1.4623 -1.9903
H1 0.2151 1.1890 2.4107
H2 0.1673 -0.5873 2.3490
H3 1.6763 0.2579 1.3681
H4 -1.6238 1.0496 1.0611
H5 -0.2526 1.7066 0.3777
H6 -1.5844 -1.6288 -1.1633
H7 -1.7949 -1.6458 0.7202
H8 -2.7490 -0.4275 -0.2587
H9 2.0063 0.2507 -2.4746
H10 2.4746 -0.0981 -0.7640
H11 1.5992 1.4347 -1.0220



2.
# C3H8O

One molecule with the formula C3H8O (wB97M-V/def2-TZVPD, the OMol25 dataset).

Computed properties:
Relative energy (zero: lowest compared OMol25 entry of this formula, charge and spin), kJ/mol: 0.9
Multiplicity: 1
Structure (SMILES): CC(C)O
Frontier orbital gap, eV: 11.4
Lowest unoccupied orbital energy, eV: 1.075

Positions of all 12 atoms, in Å:
C1 -0.6921 -0.1251 1.1178
C2 0.2245 -0.5035 -0.0421
C3 -0.0129 0.3733 -1.2648
O1 1.5919 -0.4480 0.3608
H1 -0.5293 0.9177 1.3923
H2 -1.7389 -0.2280 0.8300
H3 -0.4860 -0.7481 1.9969
H4 0.0657 -1.5469 -0.3185
H5 0.1298 1.4377 -1.0036
H6 0.7033 0.1233 -2.0571
H7 -1.0367 0.2796 -1.6423
H8 1.7807 0.4680 0.6307



3.
# C7H9N3O2S

One molecule with the formula C7H9N3O2S (wB97M-V/def2-TZVPD, the OMol25 dataset).

Computed properties:
Relative energy (zero: lowest compared OMol25 entry of this formula, charge and spin), kJ/mol: 275.2
Multiplicity: 1
Frontier orbital gap, eV: 6.3
Lowest unoccupied orbital energy, eV: -1.978

Positions of all 22 atoms, in Å:
N1 -1.8247 2.6900 0.3110
C1 -1.9068 1.5061 1.2294
C2 -1.9582 0.1808 0.3554
C3 -0.5099 -0.4107 0.1245
C4 -0.1461 -0.6187 -1.2882
C5 1.2376 -1.1737 -1.4288
C6 1.8730 -1.4941 -2.8172
O1 2.1171 -2.6558 -3.1606
O2 2.1583 -0.4873 -3.5438
C7 1.8934 -1.3468 -0.1340
N2 1.4070 -1.0842 1.1014
S1 2.3616 -1.3217 2.5447
N3 0.1792 -0.6141 1.2522
H1 -1.6072 3.4969 0.9080
H2 -0.9718 2.5600 -0.2515
H3 -2.7866 1.5980 1.9162
H4 -0.9727 1.5478 1.8634
H5 -2.4846 0.3889 -0.6108
H6 -2.5800 -0.5981 0.8856
H7 -0.7850 -0.3907 -2.1653
H8 2.9473 -1.7297 -0.1667
H9 2.3591 -0.0429 3.0751



4.
# C28H23N7Ti

C28H23N7Ti as an isolated structure (wB97M-V/def2-TZVPD, the OMol25 dataset).

Computed properties:
Relative energy (zero: lowest compared OMol25 entry of this formula, charge and spin), kJ/mol: 0.0
Multiplicity: 3
Frontier orbital gap (spin up / spin down), eV: 6.7 / 8.2
Charge: +2
Lowest unoccupied orbital energy (spin up / spin down), eV: -5.533 / -5.789
Expectation value of S²: 2.01

Positions of all 59 atoms, in Å:
Ti1 -0.4323 0.1951 -0.6542
C1 -3.0789 0.2448 -2.3949
N1 -1.6737 0.6856 -2.5309
C2 -0.9906 0.2642 -3.7738
C3 0.4901 0.3145 -3.5322
N2 1.0055 0.2693 -2.3206
C4 2.3900 0.2829 -2.4953
C5 3.4159 0.2528 -1.5536
C6 4.7086 0.2766 -2.0317
C7 4.9822 0.3304 -3.4093
C8 3.9744 0.3613 -4.3507
C9 2.6743 0.3356 -3.8587
N3 1.4341 0.3577 -4.4907
C10 -3.4410 0.2921 -0.9395
N4 -2.5315 0.2461 0.0126
C11 -3.2419 0.2540 1.2146
C12 -2.7842 0.2223 2.5298
C13 -3.7358 0.2426 3.5270
C14 -5.1090 0.2949 3.2323
C15 -5.5737 0.3281 1.9340
C16 -4.6066 0.3054 0.9354
N5 -4.6950 0.3307 -0.4530
H1 -3.1514 -0.7848 -2.7527
H2 -3.7658 0.8451 -2.9961
H3 -1.6700 1.7046 -2.5100
H4 -1.2737 0.8760 -4.6335
H5 -1.2867 -0.7633 -3.9968
H6 3.2023 0.2103 -0.4929
H7 5.5361 0.2529 -1.3362
H8 6.0117 0.3480 -3.7389
H9 4.1905 0.4032 -5.4093
H10 1.2726 0.4058 -5.4838
H11 -1.7257 0.1817 2.7544
H12 -3.4253 0.2174 4.5625
H13 -5.8197 0.3096 4.0468
H14 -6.6313 0.3688 1.7126
H15 -5.5427 0.3776 -0.9951
C17 0.7082 -3.7865 1.0630
C18 0.1700 -2.7887 0.2496
N6 0.3267 -1.4944 0.4887
C19 1.0487 -1.1244 1.5823
C20 1.6244 -2.0579 2.4512
C21 1.4372 -3.4216 2.1662
C22 2.3747 -1.5990 3.5861
C23 2.5317 -0.2814 3.8251
C24 1.9522 0.6994 2.9513
C25 2.0902 2.0825 3.1621
C26 1.5073 2.9608 2.2837
C27 0.7894 2.4558 1.1995
N7 0.6395 1.1574 0.9707
C28 1.2154 0.2797 1.8379
H16 0.5438 -4.8244 0.8129
H17 -0.4087 -3.0572 -0.6270
H18 1.8693 -4.1697 2.8186
H19 2.8122 -2.3366 4.2461
H20 3.0980 0.0616 4.6811
H21 2.6540 2.4409 4.0139
H22 1.5927 4.0297 2.4146
H23 0.3214 3.1340 0.4951



5.
# C3H3O2S

An isolated ion of composition C3H3O2S and charge -1 (wB97M-V/def2-TZVPD, the OMol25 dataset).

Computed properties:
Relative energy (zero: lowest compared OMol25 entry of this formula, charge and spin), kJ/mol: 437.4
Multiplicity: 1
Frontier orbital gap, eV: 6.9
Charge: -1
Lowest unoccupied orbital energy, eV: 3.613

Positions of all 9 atoms, in Å:
C1 -0.5389 -0.1463 0.1087
C2 0.7905 -0.2659 -0.4005
C3 -1.8951 0.0799 0.0728
O1 2.8635 1.2196 0.1005
O2 3.1983 -1.1210 -0.4084
S1 2.4314 -0.1665 0.3952
H1 -2.4150 -0.8037 -0.0395
H2 -2.2348 0.6009 1.0698
H3 -2.1998 0.6030 -0.8987



6.
# C31H44BrEuN3P2

C31H44BrEuN3P2 as an isolated structure (wB97M-V/def2-TZVPD, the OMol25 dataset).

Computed properties:
Relative energy (zero: lowest compared OMol25 entry of this formula, charge and spin), kJ/mol: 0.0
Multiplicity: 8
Frontier orbital gap (spin up / spin down), eV: 4.9 / 5.2
Charge: +2
Lowest unoccupied orbital energy (spin up / spin down), eV: -7.617 / -7.315
Expectation value of S²: 16.05

Positions of all 82 atoms, in Å:
N1 6.9751 -2.5090 1.3268
C1 6.3071 -3.3698 0.5626
C2 5.2759 -2.9759 -0.2948
C3 4.9125 -1.6071 -0.3272
C4 5.6651 -0.6997 0.4673
C5 6.6864 -1.2099 1.2804
C6 3.7906 -1.1777 -1.1492
Eu1 1.4730 -0.9813 -2.3728
P1 -1.6179 1.7307 -3.5930
C7 3.1584 0.0623 -0.9597
C8 2.4100 0.3914 0.2465
C9 1.9523 1.7167 0.4523
C10 0.9928 1.9890 1.3998
C11 0.3864 0.9315 2.1180
C12 0.9802 -0.3461 2.0622
C13 1.9849 -0.6118 1.1477
Br1 -0.9682 0.1092 -0.3635
H1 3.5977 -1.8476 -2.0270
H2 3.2250 0.8508 -1.7443
H3 4.7363 -3.7241 -0.8802
H4 5.4609 0.3750 0.4753
H5 6.5802 -4.4225 0.6280
H6 7.2762 -0.5443 1.9181
H7 2.3472 2.5155 -0.1787
H8 2.3638 -1.6286 1.0406
H9 0.6402 3.0114 1.5277
H10 0.5897 -1.1489 2.6911
P2 -1.1222 1.1969 3.1077
C14 -0.2568 0.5549 -3.8882
C15 0.2391 0.7340 -5.3325
H11 -0.6050 -0.4824 -3.6877
H12 0.5239 0.9268 -3.1771
H13 0.7536 -0.1643 -5.6945
H14 -0.5886 0.9481 -6.0242
H15 0.9452 1.5730 -5.3903
C16 -0.7768 2.8613 -2.4151
C17 -1.6431 4.0822 -2.1311
H16 0.1610 3.1652 -2.9041
H17 -0.5353 2.2882 -1.4986
H18 -1.1117 4.7689 -1.4646
H19 -1.8608 4.6217 -3.0609
H20 -2.5940 3.8146 -1.6582
C18 -2.9779 1.0525 -2.5487
C19 -4.2517 0.7899 -3.3428
H21 -3.1957 1.7941 -1.7688
H22 -2.6100 0.1500 -2.0270
H23 -5.0511 0.4604 -2.6707
H24 -4.5819 1.7125 -3.8328
H25 -4.0989 0.0249 -4.1094
C20 -2.3159 -0.0947 2.6989
C21 -3.7383 0.1199 3.2090
H26 -1.9095 -1.0492 3.0618
H27 -2.3024 -0.1615 1.5939
H28 -3.8364 -0.1333 4.2736
H29 -4.0729 1.1526 3.0533
H30 -4.4158 -0.5340 2.6455
C22 -1.6884 2.8550 2.6801
C23 -1.0314 3.9587 3.5165
H31 -2.7785 2.8614 2.7979
H32 -1.5057 3.0265 1.6095
H33 -1.4478 3.9995 4.5315
H34 0.0519 3.8047 3.5963
H35 -1.1911 4.9373 3.0468
C24 -0.7790 1.0700 4.8777
C25 -0.5955 -0.3359 5.4509
H36 -1.6087 1.5895 5.3804
H37 0.1254 1.6741 5.0379
H38 0.4301 -0.6892 5.3039
H39 -0.7741 -0.3017 6.5301
H40 -1.2746 -1.0833 5.0273
N2 -4.2288 -5.8247 -1.4928
C26 -3.2234 -5.2257 -1.5400
C27 -1.9895 -4.4782 -1.6143
C28 -1.3829 -4.0029 -0.4471
C29 -0.2269 -3.2407 -0.5559
N3 0.3820 -3.0296 -1.7431
C30 -0.1916 -3.5025 -2.8797
C31 -1.3534 -4.2693 -2.8424
H41 -1.8130 -4.1783 0.5377
H42 0.2145 -2.7384 0.3117
H43 0.2928 -3.2375 -3.8306
H44 -1.7640 -4.6916 -3.7610



7.
# C3H7N3O

One molecule with the formula C3H7N3O (wB97M-V/def2-TZVPD, the OMol25 dataset).

Computed properties:
Relative energy (zero: lowest compared OMol25 entry of this formula, charge and spin), kJ/mol: 11.7
Multiplicity: 1
Structure (SMILES): [H]/N=C/NC(=O)NC
Frontier orbital gap, eV: 10.4
Lowest unoccupied orbital energy, eV: 0.790

Positions of all 14 atoms, in Å:
H1 -4.0464 -0.5992 -0.5861
N1 -3.3068 -0.5289 0.1086
C1 -2.2407 -0.1059 -0.4359
N2 -1.0980 0.0707 0.3270
C2 0.1569 0.2004 -0.2677
O1 0.2956 0.3142 -1.4739
N3 1.1925 0.1730 0.6207
C3 2.5663 0.1143 0.1712
H2 -2.0839 0.1518 -1.4852
H3 -1.1840 -0.2281 1.2894
H4 1.0022 0.1654 1.6098
H5 2.5499 -0.0632 -0.9051
H6 3.0901 -0.7122 0.6628
H7 3.1063 1.0477 0.3644



8.
# C5H11N2S2

A 2-piece molecular cluster, C5H11N2S2 overall (wB97M-V/def2-TZVPD, the OMol25 dataset).

Computed properties:
Relative energy (zero: lowest compared OMol25 entry of this formula, charge and spin), kJ/mol: 12.2
Multiplicity: 3
Frontier orbital gap (spin up / spin down), eV: 6.5 / 9.3
Charge: +1
Lowest unoccupied orbital energy (spin up / spin down), eV: -3.640 / -4.813
Expectation value of S²: 2.01

Positions of all 20 atoms, in Å:
C1 -1.4091 -0.8564 0.3244
C2 -1.5290 1.6641 0.0655
C3 -0.2464 1.0557 0.5446
C4 2.0072 -2.1902 -0.8295
C5 0.9631 3.3917 0.2330
N1 -0.2388 -0.3069 0.6162
N2 -1.6988 -2.1509 0.3302
S1 -2.5889 0.2921 -0.3070
S2 1.2843 1.7564 0.4074
H1 -2.0409 2.2995 0.6611
H2 -1.3022 2.1984 -0.8463
H3 1.7307 -1.3000 -1.2125
H4 1.2978 -2.8670 -0.9599
H5 2.9961 -2.4824 -1.1625
H6 0.0439 3.6295 -0.0093
H7 2.1344 -2.1384 0.2618
H8 1.7797 3.9782 -0.0421
H9 0.3511 -0.7121 1.3147
H10 -0.9277 -2.8630 0.4504
H11 -2.6064 -2.3983 0.1597



9.
# C5H8N2O2

One molecule with the formula C5H8N2O2 (wB97M-V/def2-TZVPD, the OMol25 dataset).

Computed properties:
Relative energy (zero: lowest compared OMol25 entry of this formula, charge and spin), kJ/mol: 739.3
Multiplicity: 1
Structure (SMILES): [H]/N=C\N1O[C@H]2C[C@@H]1CO2
Frontier orbital gap, eV: 9.6
Lowest unoccupied orbital energy, eV: 0.739

Positions of all 17 atoms, in Å:
H1 -1.9252 3.0350 0.5212
N1 -2.1235 2.1490 1.1577
C1 -1.7308 0.8492 0.9598
N2 -0.8280 0.2178 0.0664
O1 0.2898 1.0883 -0.6388
C2 1.4671 0.3152 -0.4891
C3 1.1815 -0.3965 0.8249
C4 -0.1559 -0.9108 0.1645
C5 0.1031 -1.3246 -1.2990
O2 1.3367 -0.4086 -1.5887
H2 -2.1495 0.0694 1.5498
H3 2.2404 1.1191 -0.7403
H4 2.0818 -1.1742 0.9849
H5 1.1879 0.2336 1.7402
H6 -0.7625 -1.5594 0.6986
H7 0.5458 -2.3611 -1.8408
H8 -0.7588 -0.9414 -2.0714



10.
# C4H11N3O2

A 2-piece molecular cluster, C4H11N3O2 overall (wB97M-V/def2-TZVPD, the OMol25 dataset).

Computed properties:
Relative energy (zero: lowest compared OMol25 entry of this formula, charge and spin), kJ/mol: 186.8
Multiplicity: 1
Structure (SMILES): [H]/N=C(/N)NC.CC(=O)O
Frontier orbital gap, eV: 9.6
Lowest unoccupied orbital energy, eV: 0.478

Positions of all 20 atoms, in Å:
H1 -2.0571 -0.5849 0.6854
N1 -1.0940 -0.3220 0.7105
C1 -0.6322 0.7676 1.2426
N2 0.5781 1.3085 0.6942
N3 -1.2335 1.2932 2.3445
C2 -0.7318 2.3725 3.1535
H2 0.7838 2.2496 1.0099
H3 0.5338 1.3504 -0.3262
H4 -2.0255 0.8159 2.7430
H5 0.2944 2.6064 3.3486
H6 -1.1511 2.0608 4.1496
H7 -1.1871 3.2778 2.7417
C3 1.8061 -2.2215 -2.6386
C4 0.5953 -1.4534 -2.1352
O1 -0.4721 -1.2113 -2.6483
O2 1.0024 -0.8366 -1.0191
H8 2.5990 -2.0996 -1.9352
H9 2.0954 -2.0224 -3.6501
H10 1.8114 -3.3277 -2.6403
H11 0.1347 -0.8235 -0.2337



11.
# C4H4N2S

One molecule with the formula C4H4N2S (wB97M-V/def2-TZVPD, the OMol25 dataset).

Computed properties:
Relative energy (zero: lowest compared OMol25 entry of this formula, charge and spin), kJ/mol: 426.1
Multiplicity: 1
Structure (SMILES): C1=NN=C[C@@H]2S[C@@H]12
Frontier orbital gap, eV: 9.3
Lowest unoccupied orbital energy, eV: -0.185

Positions of all 11 atoms, in Å:
C1 1.2920 -0.4599 -0.5026
N1 1.5236 -0.0791 0.7472
N2 0.4016 0.0302 1.6615
C2 -0.7283 0.4547 1.1821
C3 -0.7731 0.6076 -0.3121
S1 -1.5458 0.0523 -1.8766
C4 -0.1695 -0.6163 -0.8389
H1 2.1342 -0.7277 -1.1768
H2 -1.4274 0.7530 1.9682
H3 -0.1485 1.4821 -0.5183
H4 -0.5587 -1.4970 -0.3337



12.
# C6H8S

One molecule with the formula C6H8S (wB97M-V/def2-TZVPD, the OMol25 dataset).

Computed properties:
Relative energy (zero: lowest compared OMol25 entry of this formula, charge and spin), kJ/mol: 407.4
Multiplicity: 1
Structure (SMILES): SC1C2=C1CCC2
Frontier orbital gap, eV: 9.6
Lowest unoccupied orbital energy, eV: 0.919

Positions of all 15 atoms, in Å:
S1 -3.3271 0.0653 0.5257
C1 -1.7857 -0.0470 -0.4328
C2 -0.5726 -0.6395 0.1279
C3 -0.4463 0.7204 0.0083
C4 0.9668 1.0718 -0.1782
C5 1.6969 -0.1596 0.3576
C6 0.7718 -1.3379 0.1120
H1 -3.5752 1.4583 0.4148
H2 -1.9352 -0.1566 -1.4202
H3 1.0985 1.3093 -1.2745
H4 1.3650 1.9607 0.3644
H5 1.6014 0.0447 1.4098
H6 2.7356 -0.2392 0.0949
H7 0.5499 -2.3100 0.7646
H8 0.8562 -1.7407 -0.8742